1.
The following is a DFT calculation (ωB97M-V/def2-TZVPD) of C41H31N2O5P2PdS as an isolated structure at a distorted geometry.

Calculated values
energy relative to the best compared isomer or geometry (same formula, charge and spin) = 52.4 kcal/mol
largest force on an atom = 0.06981 hartree/bohr
total energy = -89124.8260 eV

```
! wB97M-V def2-TZVPD RIJCOSX def2/J DEFGRID3
* xyz 1 1
Pd -0.1081 0.1030 0.3983
O 0.9759 3.3950 0.2640
S -0.0230 2.4178 -0.1448
C 0.3646 2.0264 -1.8778
C -0.2221 2.6096 -2.9842
C 0.2133 2.2372 -4.2492
C 1.2463 1.3240 -4.3974
C 1.8650 0.7742 -3.2859
C 1.4077 1.1136 -2.0161
P 2.1856 0.5133 -0.4748
C 3.9497 0.8573 -0.7983
C 4.4407 2.1394 -0.5731
C 5.7613 2.4262 -0.8706
C 6.5896 1.4392 -1.3845
C 6.0945 0.1635 -1.6093
C 4.7784 -0.1373 -1.3111
C 2.0854 -1.2986 -0.5037
C 2.7587 -1.9551 0.5341
C 2.7422 -3.3309 0.6059
C 2.0467 -4.0631 -0.3490
C 1.3512 -3.4148 -1.3593
C 1.3486 -2.0299 -1.4388
C -1.6083 3.2294 -0.3799
C -1.7304 4.6053 -0.3654
C -2.9883 5.1657 -0.5128
C -4.0969 4.3459 -0.6629
C -3.9671 2.9667 -0.6570
C -2.7087 2.3885 -0.5099
P -2.4444 0.5714 -0.4117
C -3.5116 0.1274 0.9953
C -2.9134 -0.0385 2.2434
C -3.6692 -0.4718 3.3190
C -5.0277 -0.7082 3.1640
C -5.6309 -0.5035 1.9335
C -4.8788 -0.0930 0.8496
C -3.3240 -0.0642 -1.8587
C -3.8367 -1.3608 -1.8071
C -4.4823 -1.8846 -2.9097
C -4.5878 -1.1394 -4.0744
C -4.0539 0.1383 -4.1349
C -3.4182 0.6789 -3.0332
H -0.9905 3.3593 -2.8637
H -0.2512 2.6783 -5.1183
H 1.5901 1.0591 -5.3859
H 2.6958 0.0905 -3.3924
H 3.7818 2.8962 -0.1698
H 6.1458 3.4196 -0.6971
H 7.6240 1.6605 -1.6003
H 6.7331 -0.6040 -2.0202
H 4.3933 -1.1323 -1.4816
H 3.2859 -1.3625 1.2743
H 3.2612 -3.8352 1.4067
H 2.0374 -5.1401 -0.2875
H 0.8185 -3.9941 -2.0968
H 0.8026 -1.5253 -2.2314
H -0.8475 5.2107 -0.2338
H -3.1022 6.2373 -0.5090
H -5.0735 4.7888 -0.7800
H -4.8431 2.3460 -0.7687
H -1.8439 0.1673 2.3570
H -3.2021 -0.6497 4.2764
H -5.6165 -1.0533 4.0011
H -6.6873 -0.6912 1.8124
H -5.3516 0.0312 -0.1130
H -3.7309 -1.9457 -0.9038
H -4.9055 -2.8757 -2.8652
H -5.0840 -1.5535 -4.9375
H -4.1373 0.7169 -5.0419
H -3.0046 1.6773 -3.0794
O -0.2915 -4.0031 4.6569
C -0.0845 -2.8258 5.1942
O -0.2080 -2.6022 6.3723
C 0.3375 -1.7065 4.2950
C 0.8307 -0.5076 4.7867
N 1.0504 0.2925 3.7360
N 0.7116 -0.3013 2.5884
C 0.2688 -1.5207 2.8955
C -0.2234 -2.4718 1.8161
O -0.1899 -3.6773 2.0593
O -0.6512 -1.9690 0.7425
H -0.2021 -4.0326 3.6578
H 1.0219 -0.2230 5.8013
H 1.4367 1.2274 3.7294
*
```

2.
The following is a DFT calculation (ωB97M-V/def2-TZVPD) of C41H32AsF6GeLiO as an isolated structure.

Calculated values
largest force on an atom = 0.00800 hartree/bohr
total energy = -178948.2704 eV

```
! wB97M-V def2-TZVPD RIJCOSX def2/J DEFGRID3
* xyz -2 1
Li 0.8669 -0.3271 0.4888
C 1.4424 0.6216 -1.1588
Ge 1.0228 -0.0744 -2.8014
C 1.4465 0.9567 -4.4952
C 2.0725 2.1971 -4.3758
C 2.4416 2.9413 -5.4911
C 2.1746 2.4635 -6.7684
C 1.5507 1.2298 -6.9137
C 1.2047 0.4893 -5.7879
C 1.8394 -1.8512 -3.4975
C 1.2496 -3.1080 -3.3457
C 1.9098 -4.2850 -3.6890
C 3.1958 -4.2385 -4.2103
C 3.8064 -3.0006 -4.3802
C 3.1343 -1.8385 -4.0257
C -0.9143 -0.5614 -3.0159
C -1.7271 -0.0740 -4.0410
C -3.0744 -0.4069 -4.1400
C -3.6534 -1.2554 -3.2063
C -2.8696 -1.7461 -2.1687
C -1.5293 -1.3925 -2.0719
H 2.4581 1.0536 -1.1926
H 2.2507 2.5779 -3.3722
H 2.9355 3.8999 -5.3639
H 2.4522 3.0443 -7.6421
H 1.3407 0.8373 -7.9039
H 0.7555 -0.4918 -5.9237
H 0.2426 -3.1855 -2.9460
H 1.4142 -5.2403 -3.5435
H 3.7164 -5.1526 -4.4760
H 4.8123 -2.9418 -4.7859
H 3.6401 -0.8845 -4.1591
H -1.3054 0.5967 -4.7831
H -3.6709 0.0004 -4.9505
H -4.7012 -1.5269 -3.2804
H -3.3026 -2.4097 -1.4283
H -0.9513 -1.7717 -1.2326
C 1.0964 -3.7618 0.9359
C 0.7952 -2.7798 2.0863
O 0.3246 -1.6114 1.6406
C -0.2524 -3.4552 3.0155
F -0.4235 -2.8052 4.1858
F 0.0411 -4.7408 3.3462
F -1.4521 -3.5019 2.4203
C 2.0968 -2.5551 2.9102
F 2.0148 -1.4992 3.7296
F 3.1476 -2.3338 2.1009
F 2.4477 -3.6143 3.6929
H 0.1563 -3.9597 0.4209
H 1.5436 -4.7081 1.2490
H 1.7561 -3.2526 0.2350
C -1.7796 6.3721 2.9379
C -1.5714 5.8123 1.6838
C -1.0031 4.5519 1.5694
C -0.6531 3.8248 2.7071
C -0.8596 4.3936 3.9589
C -1.4184 5.6614 4.0728
As 0.1547 2.0588 2.3932
C -1.5307 1.0837 2.2863
C -2.3376 0.9595 1.1696
C -3.4942 0.1930 1.2604
C -3.8163 -0.4602 2.4412
C -2.9886 -0.3591 3.5509
C -1.8424 0.4194 3.4764
C -0.8542 0.5993 4.5621
C -0.9171 0.0170 5.8237
C 0.0934 0.2577 6.7435
C 1.1731 1.0666 6.4102
C 1.2459 1.6424 5.1480
C 0.2295 1.4196 4.2320
H -2.2196 7.3583 3.0285
H -1.8443 6.3574 0.7883
H -0.8253 4.1325 0.5845
H -0.5966 3.8408 4.8530
H -1.5775 6.0883 5.0565
H -2.0590 1.4141 0.2257
H -4.1302 0.0854 0.3913
H -4.7035 -1.0803 2.4894
H -3.2266 -0.9102 4.4523
H -1.7364 -0.6410 6.0849
H 0.0481 -0.2050 7.7223
H 1.9683 1.2309 7.1279
H 2.1029 2.2490 4.8783
*
```

3.
The following is a DFT calculation (ωB97M-V/def2-TZVPD) of C41H32AsI3N2OTi as an isolated structure.

Calculated values
energy relative to the best compared isomer or geometry (same formula, charge and spin) = 0.0 kcal/mol
largest force on an atom = 0.01889 hartree/bohr
total energy = -156320.9919 eV

```
! wB97M-V def2-TZVPD RIJCOSX def2/J DEFGRID3
* xyz 0 3
Ti 0.7817 0.6887 0.1738
I 0.2213 6.5387 4.6623
C 0.0866 4.6431 3.7875
C 0.7050 3.5602 4.3893
C 0.6329 2.3135 3.7901
I 1.6205 0.6702 4.6030
C -0.0550 2.1078 2.5807
O -0.1214 0.9524 1.9852
C -0.6614 3.2427 1.9839
C -1.3476 3.0528 0.6610
N -0.4243 2.5993 -0.4153
C 0.5861 3.6176 -0.7502
C 1.7720 3.5437 0.1828
C 2.4398 4.6676 0.6387
C 3.5542 4.4980 1.4470
C 3.9799 3.2163 1.7573
C 3.2564 2.1458 1.2593
N 2.1677 2.3094 0.5097
C -0.5924 4.4843 2.5872
H 1.2523 3.6835 5.3140
H -2.1336 2.2992 0.7414
H -1.8091 4.0023 0.3648
H -0.9955 2.4348 -1.2394
H 0.9536 3.3991 -1.7580
H 0.1683 4.6303 -0.7607
H 2.0783 5.6538 0.3800
H 4.0819 5.3604 1.8328
H 4.8456 3.0400 2.3788
H 3.5384 1.1191 1.4634
H -1.0577 5.3402 2.1116
I 3.1174 0.7692 -2.4655
C 3.4816 -1.2676 -2.0544
C 4.3044 -1.9157 -2.9299
C 4.6595 -3.2567 -2.6854
C 4.1969 -3.8834 -1.5659
C 3.3431 -3.2174 -0.6520
C 2.8849 -3.8821 0.5083
C 2.0450 -3.2412 1.3736
C 1.6125 -1.9314 1.0893
C 2.0180 -1.2029 -0.0199
C 2.9335 -1.8676 -0.8899
H 4.6931 -1.4073 -3.8016
H 5.3075 -3.7691 -3.3843
H 4.4763 -4.9089 -1.3527
H 3.2100 -4.9006 0.6869
H 1.6870 -3.7441 2.2647
H 0.8998 -1.4933 1.7901
C -1.5289 -5.5922 0.6026
C -0.6626 -5.0791 -0.3545
C -0.6851 -3.7282 -0.6582
C -1.5848 -2.8831 -0.0125
C -2.4471 -3.3959 0.9472
C -2.4188 -4.7507 1.2529
As -1.4424 -0.9890 -0.3994
C -1.5417 -0.9920 -2.3377
C -2.4971 -1.6906 -3.0730
C -2.4917 -1.6329 -4.4578
C -1.5249 -0.8869 -5.1231
C -0.5554 -0.2109 -4.3993
C -0.5665 -0.2667 -3.0110
C -3.1556 -0.2425 0.1324
C -3.3189 -0.0095 1.4999
C -4.4576 0.6237 1.9745
C -5.4332 1.0538 1.0847
C -5.2671 0.8454 -0.2763
C -4.1338 0.1978 -0.7527
H -1.5069 -6.6472 0.8436
H 0.0433 -5.7293 -0.8553
H 0.0127 -3.3273 -1.3862
H -3.1498 -2.7438 1.4523
H -3.0950 -5.1473 1.9994
H -3.2406 -2.2888 -2.5582
H -3.2373 -2.1780 -5.0227
H -1.5204 -0.8509 -6.2048
H 0.2260 0.3411 -4.9066
H 0.2446 0.2105 -2.4613
H -2.5300 -0.2899 2.1899
H -4.5736 0.7979 3.0365
H -6.3176 1.5582 1.4520
H -6.0221 1.1863 -0.9734
H -4.0148 0.0434 -1.8177
*
```

4.
The following is a DFT calculation (ωB97M-V/def2-TZVPD) of C41H32AsN3ReS as an isolated structure at a distorted geometry.

Calculated values
energy relative to the best compared isomer or geometry (same formula, charge and spin) = 32.2 kcal/mol
largest force on an atom = 0.04493 hartree/bohr
total energy = -121294.9694 eV

```
! wB97M-V def2-TZVPD RIJCOSX def2/J DEFGRID3
* xyz 2 2
Re -1.5073 0.7084 0.1351
C -0.9128 2.8390 4.1548
C -1.2645 3.1377 2.7332
C -0.5429 4.0919 2.0100
C -0.8603 4.3935 0.6967
C -1.9217 3.7566 0.0658
C -2.6871 2.8196 0.7773
C -2.3440 2.5052 2.1106
H -1.3893 3.5683 4.8117
H 0.1605 2.9137 4.3174
H -1.2560 1.8503 4.4537
H 0.2642 4.6183 2.4995
H -0.2969 5.1464 0.1654
H -2.1973 4.0236 -0.9452
H -3.6513 2.5061 0.3803
H -2.9993 1.8694 2.7003
N 5.7740 1.2647 -7.1909
C 4.9562 1.3067 -6.3919
C 3.9482 1.3411 -5.3966
C 3.0565 0.2729 -5.2837
C 2.0832 0.2922 -4.3065
C 2.0060 1.3577 -3.4028
C 2.8909 2.4305 -3.5366
C 3.8480 2.4322 -4.5327
C 0.9862 1.3132 -2.3461
C -0.3476 1.1440 -2.7501
C -0.8546 1.2970 -4.0598
C -2.2373 1.1865 -3.9795
C -2.5404 0.9495 -2.6457
N -1.4217 0.9227 -1.8936
C 1.3634 1.4323 -1.0019
C 2.6558 1.6541 -0.4699
C 2.5296 1.6827 0.9085
C 1.1844 1.4485 1.1864
N 0.4720 1.3213 0.0580
H 3.1312 -0.5592 -5.9668
H 1.3994 -0.5401 -4.2151
H 2.8027 3.2816 -2.8773
H 4.5183 3.2710 -4.6506
H -0.2779 1.5000 -4.9418
H -2.9425 1.2787 -4.7825
H -3.5191 0.8230 -2.2152
H 3.5577 1.7575 -1.0363
H 3.3011 1.8395 1.6375
H 0.7224 1.3743 2.1581
S -3.5882 -0.3376 0.5139
C -3.4287 -2.0823 0.4720
C -4.5515 -2.8823 0.2672
C -4.4029 -4.2542 0.1759
C -3.1521 -4.8418 0.3057
C -2.0351 -4.0546 0.5495
C -2.1704 -2.6773 0.6428
As -0.6917 -1.4827 0.9896
C 0.8696 -2.4417 0.3811
C 1.3877 -3.4434 1.2020
C 2.4268 -4.2309 0.7380
C 2.9399 -4.0173 -0.5338
C 2.4151 -3.0277 -1.3516
C 1.3721 -2.2361 -0.8984
C -0.5112 -1.3310 2.9192
C -1.6120 -1.4123 3.7695
C -1.4351 -1.2290 5.1327
C -0.1700 -0.9837 5.6460
C 0.9291 -0.9170 4.7991
C 0.7584 -1.0747 3.4356
H -5.5270 -2.4332 0.1612
H -5.2684 -4.8733 0.0031
H -3.0489 -5.9124 0.2257
H -1.0557 -4.5079 0.6715
H 0.9742 -3.5970 2.1981
H 2.8299 -5.0111 1.3656
H 3.7494 -4.6345 -0.8894
H 2.8162 -2.8840 -2.3421
H 0.9356 -1.4589 -1.5183
H -2.5971 -1.6450 3.3763
H -2.2886 -1.2946 5.7906
H -0.0389 -0.8497 6.7088
H 1.9193 -0.7468 5.1974
H 1.6062 -1.0201 2.7573
*
```

5.
The following is a DFT calculation (ωB97M-V/def2-TZVPD) of C41H32BCeF4NOP2SSe as an isolated structure at a distorted geometry.

Calculated values
energy relative to the best compared isomer or geometry (same formula, charge and spin) = 6.5 kcal/mol
largest force on an atom = 0.06187 hartree/bohr
total energy = -165808.1339 eV

```
! wB97M-V def2-TZVPD RIJCOSX def2/J DEFGRID3
* xyz 1 2
Ce -14.3532 -9.9468 6.8758
O -18.2653 -7.3205 5.7212
S -17.8672 -8.0896 6.9478
C -17.8464 -6.8627 8.2906
C -18.7487 -5.8407 8.2128
C -19.1696 -5.2034 9.4105
C -18.5224 -5.4985 10.5892
C -17.4780 -6.4412 10.6004
C -17.0420 -7.0567 9.4185
P -15.4719 -7.9626 9.2650
C -14.2690 -6.5650 9.2616
C -14.3711 -5.6390 8.2252
C -13.5887 -4.4825 8.2465
C -12.7281 -4.1921 9.3245
C -12.5628 -5.1516 10.3217
C -13.2970 -6.3313 10.2541
C -15.1904 -8.8106 10.8723
C -15.0230 -8.0420 12.0411
C -14.7751 -8.7038 13.2348
C -14.7483 -10.1017 13.3606
C -14.9641 -10.8604 12.1898
C -15.1953 -10.2163 10.9416
C -19.4310 -8.8869 7.4547
C -20.6469 -8.2199 7.6081
C -21.8003 -8.9938 7.9376
C -21.7044 -10.3573 8.0406
C -20.4822 -11.0180 7.8193
C -19.3128 -10.2717 7.5472
P -17.6362 -10.9310 7.2114
C -18.0192 -11.2059 5.4190
C -17.4553 -10.4305 4.3923
C -17.8487 -10.6819 3.0853
C -18.8026 -11.6348 2.7611
C -19.3292 -12.4326 3.7762
C -18.9840 -12.1871 5.1142
C -17.7280 -12.5779 7.9874
C -17.2887 -13.7275 7.3243
C -17.4178 -14.9891 7.9541
C -17.9120 -15.0636 9.2517
C -18.3290 -13.8974 9.9091
C -18.2273 -12.6580 9.2622
H -19.2434 -5.6661 7.2623
H -20.0249 -4.5004 9.3303
H -18.8136 -5.1046 11.5399
H -16.9998 -6.6479 11.5533
H -15.1103 -5.7947 7.4344
H -13.6020 -3.7875 7.4021
H -12.0683 -3.3381 9.2404
H -11.9171 -5.0171 11.1894
H -13.0704 -7.1344 10.9500
H -15.1011 -6.9489 11.9978
H -14.5512 -8.0578 14.0642
H -14.5060 -10.5989 14.2941
H -14.9932 -11.9357 12.2549
H -15.3805 -10.8058 10.0305
H -20.7151 -7.1665 7.4276
H -22.7794 -8.4937 8.0506
H -22.5499 -10.9643 8.3592
H -20.4609 -12.1030 7.8583
H -16.6937 -9.6630 4.6207
H -17.5004 -10.0222 2.3095
H -19.1654 -11.7657 1.7428
H -20.0369 -13.2188 3.5463
H -19.4781 -12.7777 5.8994
H -16.8967 -13.6616 6.3298
H -17.1420 -15.8641 7.3659
H -17.9235 -16.0343 9.7370
H -18.7142 -13.9287 10.9146
H -18.6572 -11.7475 9.7325
F -13.1716 -14.0119 6.8621
B -13.5094 -12.6801 6.9467
F -12.5526 -11.8452 6.3071
F -14.8009 -12.4815 6.3567
F -13.6079 -12.2368 8.3050
Se -14.0372 -7.8281 5.2855
C -12.4042 -8.3350 6.2166
C -11.3702 -8.4061 5.2562
C -10.1007 -8.7260 5.6869
N -9.8267 -8.9140 6.9848
C -10.7694 -8.8791 7.8783
C -12.1275 -8.6030 7.5819
H -11.5448 -8.2952 4.1625
H -9.2604 -8.8793 5.0200
H -10.4852 -9.0449 8.9205
H -12.8681 -8.5086 8.4016
*
```

6.
The following is a DFT calculation (ωB97M-V/def2-TZVPD) of C41H32BeN2O3S3 as an isolated structure.

Calculated values
largest force on an atom = 0.01171 hartree/bohr
total energy = -85059.9942 eV

```
! wB97M-V def2-TZVPD RIJCOSX def2/J DEFGRID3
* xyz 1 2
Be 0.0795 0.1305 0.3633
C 8.0505 -0.5709 -1.6449
C 6.7119 -0.3559 -0.9959
C 5.5504 -0.3043 -1.7699
C 4.3092 -0.1232 -1.1889
C 4.2368 0.0004 0.1923
C 5.3680 -0.0765 0.9954
C 6.6022 -0.2442 0.3884
S 2.7472 0.3098 1.0457
O 1.6399 -0.2501 0.1042
C 2.5025 2.0730 0.8757
C 2.8040 2.7058 -0.2475
C 2.1833 4.0580 -0.4784
C 2.2726 4.8593 0.7974
C 2.5703 6.2125 0.7769
C 2.5100 6.9575 1.9480
C 2.1223 6.3468 3.1301
C 1.8399 4.9862 3.1538
C 1.9489 4.2302 1.9974
C 1.6033 2.7328 1.9349
C 1.8193 2.0021 3.2821
C 3.0487 2.2222 4.0085
C 4.1830 2.8841 3.4557
C 5.3304 3.0516 4.1765
C 5.4220 2.5913 5.5064
C 4.3763 1.9100 6.0513
C 3.1932 1.6740 5.3077
C 2.1876 0.8294 5.8396
C 1.1416 0.4571 5.0650
C 0.9792 1.0347 3.7828
S -0.1195 0.0510 2.7481
O 0.2613 -1.3622 2.9663
C -1.7029 0.3276 3.4852
C -2.0539 1.5036 4.1359
C -3.3449 1.6402 4.6197
C -4.2846 0.6226 4.4627
C -5.6759 0.7669 5.0143
C -3.9014 -0.5450 3.8068
C -2.6185 -0.7019 3.3099
H 8.0689 -0.1693 -2.6568
H 8.2732 -1.6378 -1.7089
H 8.8476 -0.1020 -1.0701
H 5.6222 -0.4158 -2.8448
H 3.4085 -0.1252 -1.7906
H 5.2841 -0.0063 2.0738
H 7.4924 -0.3069 1.0016
H 3.4209 2.2552 -1.0175
H 2.6930 4.5824 -1.2832
H 2.8203 6.6936 -0.1614
H 2.7489 8.0123 1.9312
H 2.0533 6.9245 4.0424
H 1.5486 4.5168 4.0849
H 4.1638 3.2450 2.4398
H 6.1781 3.5450 3.7190
H 6.3264 2.7562 6.0765
H 4.4415 1.5079 7.0547
H 2.3118 0.4221 6.8353
H 0.4388 -0.2971 5.3948
H -1.3273 2.2906 4.3038
H -3.6248 2.5480 5.1403
H -5.9386 1.8133 5.1614
H -5.7571 0.2639 5.9799
H -6.4104 0.3160 4.3481
H -4.6201 -1.3450 3.6784
H -2.3215 -1.6080 2.7978
N -1.2945 6.8177 0.3797
C -0.8144 5.9510 -0.5392
O -0.7951 6.1797 -1.7327
C -0.2756 4.6487 -0.0265
C -0.5352 4.0800 1.1399
C 0.0604 2.7181 1.4233
N -0.0500 1.8759 0.2193
C 0.2347 2.4402 -0.8822
C 0.6469 3.8883 -0.9434
H -1.6802 7.6877 0.0535
H -1.2215 6.6542 1.3662
H -1.1974 4.5036 1.8844
H -0.5486 2.2708 2.2009
H 0.1964 1.8326 -1.7839
H 0.5484 4.2681 -1.9569
S -2.3076 -1.7620 -0.6389
C -1.1690 -0.8244 -0.1840
*
```